{"formula": "C6H6Br2N2O4", "method": "ωB97M-V with the def2-TZVPD basis set", "elements": ["C", "C", "C", "C", "C", "C", "N", "N", "O", "O", "O", "O", "Br", "Br", "H", "H", "H", "H", "H", "H"], "positions_angstrom": [[-1.788, -1.174, -0.041], [-2.197, 0.146, -0.270], [-1.648, 0.964, -1.134], [-0.572, -1.550, 0.326], [0.546, -0.795, 1.000], [1.256, 0.165, 0.174], [2.305, 0.870, 0.727], [0.892, 0.508, -1.006], [1.811, 1.311, -1.650], [-0.174, 0.122, -1.597], [-1.721, 2.017, -1.606], [0.244, -0.287, 2.277], [-3.917, 0.639, 0.415], [-0.312, -3.460, 0.135], [-2.560, -1.942, -0.172], [1.294, -1.411, 1.350], [2.899, 0.456, 1.399], [2.643, 1.707, 0.280], [1.496, 1.420, -2.616], [-0.498, 0.293, 2.011]], "lowdin_charge": [-0.264, -0.671, -0.440, -0.563, -0.363, -0.192, 0.203, -0.166, 0.073, -0.016, 0.140, 0.033, 0.754, 0.728, 0.100, 0.118, 0.109, 0.113, 0.189, 0.115], "homo_ha": -0.2899, "largest_force_ev_per_a": 3.2, "charge": 0, "relative_energy_ev": 1.455, "homo_lumo_gap_ev": 7.944}

{"formula": "C6H12N", "method": "ωB97M-V with the def2-TZVPD basis set", "elements": ["C", "C", "C", "C", "C", "N", "C", "H", "H", "H", "H", "H", "H", "H", "H", "H", "H", "H", "H"], "positions_angstrom": [[-1.622, -0.817, 0.860], [-2.442, 0.031, -0.119], [-1.685, 1.308, -0.441], [-0.386, 0.832, -1.063], [0.446, 0.130, -0.329], [4.531, -0.842, 0.659], [3.336, -0.489, 0.655], [-1.433, -0.313, 1.819], [-0.563, -0.732, 0.392], [-1.990, -1.826, 0.940], [-3.511, 0.133, 0.056], [-2.278, -0.500, -1.063], [-1.506, 1.990, 0.393], [-2.258, 1.796, -1.222], [-0.186, 1.071, -2.109], [0.857, -0.734, -0.861], [5.175, -0.286, 0.093], [2.751, -0.507, 1.590], [2.765, -0.245, -0.248]], "lowdin_charge": [0.029, -0.193, -0.149, -0.038, 0.183, 0.045, -0.168, 0.119, 0.058, 0.114, 0.142, 0.126, 0.146, 0.126, 0.170, 0.133, 0.070, 0.070, 0.016], "homo_ha": -0.4485, "largest_force_ev_per_a": 3.0, "charge": 1, "relative_energy_ev": 7.331, "homo_lumo_gap_ev": 4.702}

{"formula": "C38H35BBrFInN7O6PS3Se2", "method": "ωB97M-V with the def2-TZVPD basis set", "elements": ["In", "C", "N", "C", "C", "N", "B", "N", "C", "C", "N", "C", "C", "S", "C", "S", "H", "H", "H", "H", "H", "H", "H", "H", "H", "H", "H", "H", "Se", "P", "Se", "C", "C", "C", "C", "C", "C", "C", "C", "C", "C", "C", "C", "H", "H", "H", "H", "H", "H", "H", "H", "H", "H", "F", "C", "C", "N", "C", "C", "O", "O", "C", "O", "N", "C", "O", "H", "H", "H", "H", "Br", "C", "C", "C", "C", "C", "N", "H", "H", "H", "H", "O", "C", "O", "C", "C", "C", "C", "S", "C", "C", "H", "H", "H", "H", "H"], "positions_angstrom": [[-0.516, 0.057, 0.089], [3.509, -0.107, 1.967], [2.790, -1.363, 2.141], [3.371, -2.610, 2.117], [2.381, -3.503, 2.347], [1.210, -2.808, 2.531], [-0.082, -3.513, 3.084], [-1.437, -2.993, 2.484], [-2.567, -2.978, 3.272], [-3.634, -2.739, 2.479], [-3.147, -2.595, 1.201], [-3.972, -2.487, 0.008], [-1.802, -2.747, 1.219], [-0.794, -2.571, -0.176], [1.468, -1.504, 2.395], [0.320, -0.225, 2.531], [4.099, -0.155, 1.053], [4.167, 0.053, 2.821], [2.798, 0.711, 1.881], [4.420, -2.743, 1.921], [2.404, -4.576, 2.397], [-0.149, -3.312, 4.276], [0.045, -4.690, 2.818], [-2.506, -3.129, 4.334], [-4.680, -2.629, 2.706], [-4.870, -1.926, 0.255], [-4.236, -3.485, -0.347], [-3.428, -1.955, -0.764], [-0.914, 0.592, -2.559], [-0.702, -1.124, -3.908], [0.638, -2.725, -3.533], [-2.412, -1.739, -4.112], [-2.805, -2.900, -3.457], [-4.124, -3.328, -3.535], [-5.051, -2.605, -4.272], [-4.658, -1.449, -4.934], [-3.344, -1.014, -4.851], [-0.333, -0.396, -5.545], [-0.317, -1.260, -6.641], [-0.026, -0.779, -7.906], [0.268, 0.568, -8.089], [0.262, 1.428, -7.003], [-0.043, 0.949, -5.732], [-2.068, -3.460, -2.891], [-4.427, -4.233, -3.021], [-6.078, -2.943, -4.336], [-5.378, -0.882, -5.511], [-3.041, -0.104, -5.355], [-0.523, -2.313, -6.490], [-0.017, -1.457, -8.750], [0.504, 0.942, -9.078], [0.493, 2.477, -7.139], [-0.044, 1.619, -4.882], [0.029, 2.843, 5.906], [0.371, 3.792, 5.018], [0.247, 3.585, 3.706], [0.573, 4.534, 2.767], [0.330, 4.266, 1.348], [0.769, 2.846, 0.977], [1.899, 2.487, 1.271], [-0.159, 2.183, 0.386], [1.102, 5.751, 3.139], [1.417, 6.626, 2.361], [1.240, 5.916, 4.509], [0.895, 5.042, 5.537], [1.044, 5.338, 6.702], [-0.108, 2.635, 3.328], [0.937, 4.980, 0.797], [-0.722, 4.412, 1.109], [1.618, 6.807, 4.794], [2.239, 2.353, -2.022], [2.711, 0.543, -1.765], [3.815, 0.082, -2.465], [4.211, -1.230, -2.276], [3.478, -2.029, -1.420], [2.371, -1.483, -0.799], [1.993, -0.204, -0.941], [4.342, 0.748, -3.133], [5.068, -1.621, -2.809], [3.719, -3.071, -1.262], [1.756, -2.095, -0.153], [-4.402, 2.212, 6.635], [-5.233, 1.909, 5.607], [-6.418, 1.885, 5.810], [-4.612, 1.626, 4.282], [-3.240, 1.624, 4.046], [-2.738, 1.336, 2.791], [-3.580, 1.025, 1.720], [-2.995, 0.636, 0.115], [-4.962, 1.042, 1.963], [-5.462, 1.336, 3.216], [-3.482, 2.187, 6.343], [-2.519, 1.845, 4.829], [-1.678, 1.345, 2.621], [-5.637, 0.817, 1.145], [-6.529, 1.341, 3.400]], "lowdin_charge": [0.082, -0.008, -0.115, -0.056, -0.054, -0.006, -0.424, -0.010, -0.055, -0.038, -0.112, -0.063, -0.683, 0.661, -0.673, 0.762, 0.091, 0.099, 0.039, 0.124, 0.118, 0.076, 0.076, 0.117, 0.124, 0.087, 0.093, 0.023, 0.382, 0.152, 0.273, -0.404, -0.126, -0.095, -0.095, -0.086, -0.089, -0.416, -0.111, -0.088, -0.099, -0.086, -0.113, 0.049, 0.100, 0.096, 0.099, 0.109, 0.096, 0.099, 0.096, 0.100, 0.042, 0.077, -0.179, 0.062, 0.023, -0.014, -0.699, -0.006, -0.201, -0.465, 0.077, 0.212, -0.407, 0.088, 0.113, 0.131, 0.139, 0.164, 0.828, -0.717, -0.110, -0.065, -0.090, -0.227, 0.025, 0.095, 0.110, 0.113, 0.040, 0.107, -0.485, 0.097, -0.149, -0.017, -0.117, -0.625, 0.635, -0.110, -0.021, 0.081, 0.104, 0.007, 0.098, 0.117], "homo_ha": -0.2002, "largest_force_ev_per_a": 0.3, "charge": -1, "relative_energy_ev": 0.000, "homo_lumo_gap_ev": 7.563}